[1]
62
Properties=species:S:1:pos:R:3:forces:R:3:mulliken_spin:R:1 method="wB97M-V/def2-TZVPD" multiplicity=5 charge=0 lumo_energy_ha="-0.0131 / -0.0162" e_above_lowest_ev=0.000
Fe 0.0666 0.0864 0.3231 0.5 -0.7 0.8 3.8061
C -3.5764 1.9331 -0.7772 0.0 -0.1 -0.2 0.0010
C -2.3478 1.0852 -0.8221 -0.1 0.0 -0.2 0.0528
N -1.9980 0.3306 0.1663 -0.4 0.2 0.2 -0.0212
N -2.8853 0.2069 1.1668 0.0 0.0 0.2 -0.0029
C -2.3989 -0.3534 2.2784 0.2 0.0 -0.2 -0.0248
N -3.3505 -0.6370 3.2030 0.0 0.1 0.2 0.0022
S -0.7741 -0.7194 2.6481 -0.2 0.1 -0.2 0.0691
C -1.5028 0.9893 -2.0313 0.0 0.1 0.0 -0.0108
C -1.8336 1.6064 -3.2304 -0.1 0.1 -0.2 0.0082
C -1.0090 1.4363 -4.3330 -0.1 0.1 0.0 -0.0010
C 0.1204 0.6469 -4.2261 0.0 -0.1 0.0 0.0024
C 0.3843 0.0677 -2.9930 0.1 0.0 0.1 0.0051
N -0.3925 0.2450 -1.9320 0.1 0.0 0.2 0.0080
H -3.7188 2.2872 0.2411 0.0 0.0 0.0 0.0001
H -4.4659 1.3544 -1.0417 0.0 0.0 0.0 0.0026
H -3.5011 2.7851 -1.4526 0.0 0.0 0.0 0.0009
H -4.2514 -0.2055 3.0725 0.0 0.0 0.0 -0.0010
H -3.0298 -0.7766 4.1451 0.0 -0.1 0.0 -0.0009
H -2.7304 2.2051 -3.3016 0.0 0.0 -0.1 0.0010
H -1.2536 1.9117 -5.2748 0.0 0.0 0.0 -0.0003
H 0.7785 0.4786 -5.0668 0.0 0.0 0.0 0.0000
H 1.2605 -0.5541 -2.8370 0.0 0.0 0.0 0.0008
O 3.9440 -1.3662 -1.0568 -0.2 0.0 0.0 -0.0007
C 4.7857 -0.5878 -0.3424 0.0 0.1 0.1 0.0008
C 6.1535 -0.7556 -0.5575 0.0 0.0 0.0 0.0005
C 7.0679 0.0093 0.1380 0.0 0.0 0.0 -0.0006
C 6.6391 0.9604 1.0608 0.0 0.0 0.0 0.0007
C 5.2858 1.1307 1.2762 0.0 0.0 0.0 -0.0028
C 4.3392 0.3689 0.5877 -0.1 -0.1 0.0 0.0023
C 2.8902 0.5816 0.8383 -0.1 -0.1 -0.1 0.0060
O 2.0447 -0.1410 0.1552 0.5 0.0 -0.3 0.0211
N 2.5369 1.4759 1.7108 0.0 0.2 0.1 0.0000
N 1.1582 1.5958 1.7536 -0.1 -0.3 -0.4 0.0127
C 0.7212 2.5306 2.4819 0.0 0.2 0.1 0.0208
S -1.0104 2.8550 2.5760 0.0 -0.1 0.1 0.0084
C -0.8111 4.4279 3.4584 0.0 -0.1 0.0 0.0000
C 0.3753 4.2593 4.3862 0.0 0.0 0.0 0.0001
S 1.7585 3.6205 3.4038 0.0 -0.1 0.0 0.0060
H 3.0336 -1.1125 -0.7621 0.1 0.0 0.0 -0.0016
H 6.4701 -1.5030 -1.2739 0.0 0.0 0.0 0.0000
H 8.1265 -0.1342 -0.0424 0.0 0.0 0.0 -0.0001
H 7.3592 1.5562 1.6058 0.0 0.0 0.0 0.0000
H 4.9197 1.8648 1.9815 0.0 0.0 0.0 -0.0009
H -1.7350 4.6121 4.0064 0.0 0.0 0.0 0.0001
H -0.6430 5.2293 2.7404 0.0 0.1 0.0 0.0002
H 0.1454 3.5362 5.1682 0.0 0.1 0.1 0.0000
H 0.6849 5.1989 4.8425 0.0 0.0 0.0 0.0003
C 0.0223 -5.0520 -0.3746 0.0 0.0 0.0 -0.0021
C 0.5949 -4.4816 0.7501 0.0 0.0 0.0 0.0029
C 0.6229 -3.1013 0.8563 0.1 0.0 0.0 0.0032
N 0.1152 -2.2925 -0.0730 -0.1 0.1 -0.2 0.0074
C -0.4304 -2.8494 -1.1557 0.0 0.0 0.1 0.0076
C -0.4961 -4.2185 -1.3522 0.0 0.0 0.0 0.0018
H -0.0177 -6.1279 -0.4883 0.0 0.0 0.0 -0.0003
H 1.0141 -5.0910 1.5390 0.0 0.0 0.0 0.0006
H 1.0682 -2.6188 1.7162 0.0 0.0 0.0 -0.0009
H -0.8372 -2.1641 -1.8880 0.0 0.0 0.0 0.0008
H -0.9449 -4.6180 -2.2519 0.0 0.0 0.0 0.0003
O 0.7777 2.6704 -0.7480 0.0 0.0 -0.1 0.0096
H -0.0190 3.1967 -0.8702 0.0 0.1 0.0 -0.0018
H 1.0551 2.4032 -1.6307 0.0 0.1 0.0 0.0005



[2]
102
Properties=species:S:1:pos:R:3:forces:R:3:lowdin_charge:R:1 method="wB97M-V/def2-TZVPD" charge=0 lumo_energy_ha=-0.0117 e_above_lowest_ev=0.058
C 18.1595 13.8052 12.4991 -1.3 -0.8 -1.3 -0.0474
C 17.0875 12.9150 11.7256 0.4 0.5 1.5 -0.2478
O 15.9496 13.7025 11.3401 0.5 0.6 0.2 -0.1153
H 18.9650 13.2303 12.9559 -0.1 -0.3 -0.3 0.0666
H 17.6796 14.3551 13.3087 -0.1 0.2 -0.2 0.0646
H 18.5758 14.4486 11.7239 0.1 0.4 0.4 0.0647
H 16.7013 12.1416 12.3895 0.4 -0.3 -0.1 0.0775
H 17.5264 12.4684 10.8333 0.2 -0.1 0.1 0.0993
H 15.3634 13.1470 10.8212 -0.1 -0.2 -0.2 0.0463
C 12.8286 7.8032 8.4563 -1.1 0.2 -0.3 -0.0995
C 12.8387 6.2881 8.6089 0.3 1.5 -0.2 -0.3194
O 14.1864 5.8860 8.5288 0.2 -0.8 0.5 -0.0728
H 13.1650 8.0839 7.4582 0.3 0.1 0.0 0.0735
H 13.3721 8.3548 9.2234 0.3 -0.4 0.0 0.0651
H 11.7972 8.1488 8.5244 -0.3 0.2 0.0 0.0645
H 12.3045 5.8245 7.7795 -0.5 -0.1 0.2 0.1092
H 12.3634 6.0925 9.5701 0.4 -0.8 0.0 0.1130
H 14.4431 6.1508 7.6425 0.4 -0.1 0.0 0.0788
C 8.8174 14.4660 11.7918 -1.2 -1.2 -1.2 -0.0729
C 7.7465 13.5688 12.5277 2.1 1.3 -0.3 -0.3020
O 7.6359 14.2016 13.7734 -0.5 0.3 1.0 -0.0844
H 8.3356 15.2804 11.2508 0.1 0.5 0.6 0.0673
H 9.2212 13.9026 10.9506 0.2 -0.4 0.0 0.0398
H 9.6764 14.7635 12.3931 -0.5 0.1 0.3 0.0657
H 8.1911 12.5800 12.6399 -0.4 -0.3 -0.1 0.0942
H 6.7769 13.5463 12.0302 0.1 -0.1 -0.3 0.1070
H 6.8722 13.8727 14.2531 0.0 -0.1 0.1 0.0841
C 10.5767 9.3263 15.6769 0.0 -0.3 -0.6 -0.0880
C 9.8426 8.4539 16.6783 0.9 -0.2 -0.6 -0.3563
O 9.0162 9.2794 17.4136 -1.1 1.0 1.0 -0.0687
H 9.8869 9.8090 14.9846 -0.1 0.1 0.1 0.0712
H 11.2690 8.7426 15.0701 0.1 -0.2 0.0 0.0636
H 11.1634 10.0905 16.1868 -0.1 0.0 0.1 0.0769
H 10.6046 8.0038 17.3147 0.0 -0.3 0.2 0.1055
H 9.2279 7.6604 16.2533 0.3 -0.2 -0.5 0.1130
H 8.2615 8.7735 17.7236 0.0 0.1 0.1 0.0859
C 15.9633 12.0325 8.1615 0.9 1.3 1.4 -0.1750
C 16.7956 13.3135 7.9433 -0.3 0.3 -1.7 -0.2019
O 16.2277 14.2209 6.9673 0.7 -1.1 0.2 -0.0754
O 14.7669 12.3666 8.8627 0.2 -0.1 -0.3 -0.1149
H 16.5207 11.4586 8.9018 0.2 -0.6 -0.4 0.1151
H 15.7298 11.4710 7.2568 0.3 0.1 -0.1 0.1302
H 17.7607 13.0358 7.5195 0.1 -0.2 -0.1 0.1158
H 17.0233 13.8824 8.8447 -0.4 -0.4 0.4 0.1095
H 15.3832 14.5557 7.2778 -0.3 0.3 0.4 0.0153
H 14.2025 12.7743 8.2017 -0.9 0.2 0.1 0.0503
C 7.8580 10.0898 10.1638 -1.5 -0.6 0.4 -0.2266
C 7.0938 9.6401 8.8990 1.0 -0.2 -0.2 -0.2400
O 6.4288 10.7312 8.2859 0.1 0.2 0.1 -0.0614
O 6.9229 10.5442 11.1411 0.5 0.0 0.0 -0.0744
H 8.6028 10.8550 9.9450 0.0 0.4 -0.4 0.1006
H 8.4394 9.3050 10.6479 -0.2 -0.4 -0.2 0.1151
H 6.3217 8.8727 8.9534 0.1 0.1 1.0 0.1255
H 7.8435 9.1788 8.2561 0.2 0.2 -0.5 0.1059
H 7.0988 11.3626 8.0140 0.0 0.2 -0.1 0.0833
H 6.3966 11.2254 10.7164 -0.2 0.1 -0.1 0.0712
C 12.7291 15.1585 6.8164 0.9 0.2 1.3 -0.1650
C 11.8056 14.1817 7.4732 -0.6 -0.8 -0.8 -0.2296
O 12.4629 12.9298 7.5487 0.4 -0.5 0.2 -0.0768
O 13.8574 15.3719 7.7262 -0.7 0.0 -1.4 -0.0810
H 12.1656 16.0590 6.5723 0.3 0.3 0.1 0.1212
H 13.1869 14.7672 5.9078 -0.2 -0.1 0.1 0.1327
H 10.9251 13.9608 6.8699 -0.3 0.8 -0.2 0.1240
H 11.4760 14.5079 8.4597 0.1 0.2 0.2 0.1187
H 11.7844 12.2547 7.6218 0.2 -0.2 0.1 0.0977
H 13.5838 15.6870 8.5907 -0.1 0.2 0.5 0.0656
C 12.2817 9.7070 11.9445 -0.4 0.1 -0.5 -0.0356
C 12.7438 10.7291 10.9022 -0.7 0.3 1.0 -0.4573
C 12.0534 12.0974 11.0578 0.4 -0.1 0.2 -0.0346
O 14.1651 10.7956 10.9475 -0.9 -0.3 0.5 -0.0596
H 11.2059 9.5359 11.9081 -0.2 0.1 -0.4 0.0714
H 12.4175 10.0387 12.9740 0.6 0.0 0.0 0.0684
H 12.7533 8.7513 11.7159 0.2 0.0 0.4 0.0825
H 12.4027 10.4169 9.9152 0.3 -0.5 -0.3 0.1129
H 11.0065 11.9625 10.7857 -0.1 0.2 -0.3 0.0633
H 12.5686 12.8121 10.4160 -0.3 0.1 -0.3 0.0667
H 12.0315 12.5506 12.0489 0.3 -0.4 0.3 0.0686
H 14.4013 11.2972 10.1638 0.4 0.4 -0.6 0.0303
C 16.4617 9.4381 15.1901 -0.6 -0.5 0.2 -0.0586
C 15.3805 9.9614 14.2503 0.7 0.8 -0.4 -0.4740
C 14.9560 11.4017 14.6358 0.0 -0.4 0.0 -0.0420
O 15.9266 9.9313 12.9335 0.4 0.0 0.4 -0.0729
H 17.4137 9.9679 15.1569 -0.2 0.2 -0.2 0.0824
H 16.6349 8.3874 14.9577 0.2 0.0 -0.1 0.0767
H 16.0778 9.4598 16.2100 0.1 0.1 0.1 0.0746
H 14.5562 9.2488 14.2208 -0.4 0.1 0.6 0.1225
H 15.8006 12.0764 14.4960 0.2 -0.1 0.2 0.0708
H 14.6275 11.4343 15.6746 0.1 0.0 0.1 0.0741
H 14.1662 11.8586 14.0394 -0.2 -0.4 -0.3 0.0611
H 15.2134 10.1384 12.3251 -0.2 0.2 -0.5 0.0280
C 12.2106 16.8120 11.3105 -2.4 -0.1 0.3 -0.0726
C 13.5180 16.3910 11.8370 0.8 0.9 0.1 -0.5119
C 13.4729 15.4273 13.0013 -0.4 -0.9 0.2 -0.0307
O 14.2367 15.9031 10.7341 0.1 -0.5 -1.0 -0.0426
H 12.2428 17.4736 10.4449 0.4 -0.1 0.0 0.0879
H 11.6454 17.3413 12.0776 0.1 0.2 0.2 0.0875
H 11.5672 15.9585 11.0966 0.0 -0.3 -0.4 0.0642
H 13.9520 17.3593 12.0863 0.7 -0.1 0.7 0.1349
H 13.0097 14.4864 12.7040 -0.1 -0.1 -0.5 0.0571
H 12.8352 15.7165 13.8367 0.2 0.6 0.0 0.0858
H 14.4373 15.0995 13.3894 0.2 0.5 -0.1 0.0768
H 14.8686 15.2237 10.9804 0.5 -0.2 0.3 0.0454



[3]
33
Properties=species:S:1:pos:R:3:forces:R:3:lowdin_charge:R:1 method="wB97M-V/def2-TZVPD" charge=+1 lumo_energy_ha=-0.1525 e_above_lowest_ev=0.000
C -2.8696 3.2773 2.2847 0.1 -0.1 -0.8 -0.1450
C -2.6000 2.8002 0.8335 -0.7 -0.3 1.3 -0.7580
Br -3.4786 4.0529 -0.3683 0.5 0.0 0.1 0.6745
C -3.1045 1.3045 0.7085 0.9 0.2 -0.3 -0.6675
Br -4.1909 0.9208 -0.8625 0.1 -0.2 0.3 0.7051
C -1.8523 0.4286 0.7650 -1.4 0.2 1.4 -0.2654
C -1.4441 0.0079 2.0771 -0.2 0.5 -0.9 -0.0006
C -0.3289 -0.7334 2.1848 0.6 -0.5 0.9 0.0023
C 0.4343 -1.1111 1.0574 0.4 -0.4 0.5 -0.1972
N 1.5745 -1.8297 1.2617 0.0 0.3 -0.6 0.1378
C 2.2330 -2.1061 0.1625 0.8 0.4 0.2 -0.4580
P 3.8119 -3.0703 0.3499 0.1 -1.3 0.9 0.5710
O 4.3458 -2.5301 1.7896 -0.6 0.2 -0.7 -0.3524
Br 5.2650 -2.2232 -1.1633 -0.3 0.5 -0.1 0.2059
C 1.7722 -1.7229 -1.1114 0.4 -0.2 -1.2 -0.1889
N 0.6884 -1.0374 -1.3690 0.6 -0.3 0.9 0.1327
C 0.0226 -0.7154 -0.2215 -1.1 0.7 -0.4 -0.1972
C -1.1556 0.0626 -0.3196 0.4 0.0 -1.2 -0.0077
H -3.9479 3.4190 2.4011 0.2 0.0 0.2 0.0795
H -2.4943 2.5174 2.9811 -0.1 0.2 0.0 0.0676
H -2.3401 4.2182 2.4563 -0.2 -0.1 0.1 0.0798
H -1.5139 2.8122 0.7140 -0.3 0.2 -0.7 0.0918
H -3.7074 1.0248 1.5754 -0.2 0.3 -0.3 0.0895
H -1.9952 0.2994 2.9654 -0.1 -0.1 -0.2 0.1218
H 0.0174 -1.0669 3.1609 0.0 0.0 -0.2 0.1296
H 3.8341 -1.7571 2.0824 0.2 0.0 0.2 0.0545
H 2.3928 -2.0084 -1.9671 -0.1 -0.1 0.2 0.0437
H -1.4908 0.3640 -1.3102 0.1 -0.1 0.2 0.1020
N 2.4251 -1.1199 -4.6253 0.0 0.1 0.1 0.3344
H 2.4449 -2.1424 -4.6080 0.0 0.0 0.0 0.1611
H 2.0272 -0.7704 -3.7424 -0.1 0.0 0.0 0.1260
H 3.3773 -0.7622 -4.7353 0.0 0.0 0.0 0.1632
H 1.8477 -0.8029 -5.4077 0.0 0.0 0.0 0.1641